# 1
A molecular structure, C46H45F7N3O6P2PbS2 at a distorted geometry, computed with ωB97M-V with the def2-TZVPD basis set.

Output
2S+1: 1
Energy above the lowest of the compared OMol25 structures with the same formula, charge and spin, kcal/mol: 0.0
DFT total energy, Eh: -4766.51470
E_HOMO, eV: -3.18
Largest force on an atom, eV/A: 4.13
Total charge: -1

Positions of all 112 atoms, in Å:
Pb: 2.107 -1.915 0.446
F: 2.112 -5.576 0.885
C: 3.072 -5.119 1.728
F: 3.385 -6.010 2.649
F: 2.357 -4.159 2.474
S: 4.472 -4.325 0.616
O: 3.601 -3.378 -0.238
O: 4.998 -5.473 -0.091
N: 5.444 -3.621 1.622
S: 5.251 -2.194 2.365
O: 3.972 -1.496 1.997
O: 5.616 -2.215 3.757
C: 6.572 -1.080 1.457
F: 7.785 -1.317 2.063
F: 6.211 0.182 1.539
F: 6.650 -1.347 0.159
C: 0.537 6.189 1.713
N: 0.763 4.924 1.069
P: 2.329 4.168 0.903
C: 3.621 5.368 1.511
C: 3.878 6.413 0.684
C: 4.900 7.343 0.948
C: 5.716 7.177 2.024
C: 5.605 5.970 2.753
C: 4.534 5.112 2.587
C: 2.250 2.972 2.276
C: 1.031 2.506 2.743
C: 0.958 1.423 3.613
C: 2.150 0.744 3.908
C: 3.348 1.109 3.332
C: 3.419 2.248 2.555
P: -0.651 4.232 0.054
C: -1.961 5.388 0.637
C: -2.315 6.604 0.005
C: -3.423 7.375 0.473
C: -4.138 6.946 1.574
C: -3.785 5.751 2.262
C: -2.719 4.995 1.771
C: -0.425 4.787 -1.693
C: 0.518 5.786 -2.004
C: 0.882 5.987 -3.315
C: 0.354 5.257 -4.383
C: -0.525 4.226 -4.052
C: -0.939 3.958 -2.738
H: -0.251 6.780 1.225
H: 1.421 6.805 1.701
H: 0.325 6.031 2.802
H: 3.339 6.379 -0.251
H: 5.162 8.070 0.158
H: 6.489 7.942 2.235
H: 6.343 5.801 3.552
H: 4.250 4.387 3.308
H: 0.094 2.968 2.380
H: -0.015 1.189 4.049
H: 2.080 -0.199 4.440
H: 4.281 0.638 3.601
H: 4.399 2.566 2.027
H: -1.678 6.938 -0.830
H: -3.705 8.205 -0.207
H: -5.011 7.462 1.875
H: -4.393 5.325 3.044
H: -2.501 4.043 2.212
H: 0.985 6.376 -1.187
H: 1.714 6.738 -3.491
H: 0.690 5.431 -5.388
H: -0.946 3.632 -4.840
H: -1.810 3.285 -2.561
F: 0.062 -2.174 2.853
C: -0.951 -2.660 2.042
C: -1.719 -1.762 1.305
C: -2.584 -2.223 0.381
C: -2.758 -3.641 0.105
C: -2.174 -4.480 1.112
C: -1.182 -4.037 1.987
H: -1.415 -0.704 1.415
H: -3.146 -1.456 -0.186
H: -2.491 -5.539 1.161
H: -0.598 -4.817 2.523
O: 0.851 -1.866 -1.747
C: 1.616 -0.895 -2.072
O: 2.249 -0.177 -1.196
H: 1.698 -0.549 -3.099
C: -6.082 -3.738 -3.046
C: -5.945 -4.538 -1.741
C: -7.253 -5.278 -1.241
C: -4.843 -5.559 -2.044
C: -5.143 -6.722 -2.816
C: -4.136 -7.567 -3.143
C: -2.803 -7.204 -2.790
C: -2.508 -6.102 -2.108
C: -1.032 -5.651 -2.065
C: -0.007 -6.774 -2.244
C: -0.626 -4.512 -3.072
C: -3.531 -5.195 -1.660
N: -3.411 -4.017 -1.005
H: -6.623 -2.789 -2.791
H: -6.607 -4.303 -3.825
H: -5.084 -3.448 -3.350
H: -5.583 -3.808 -0.974
H: -7.708 -5.896 -2.066
H: -7.925 -4.504 -0.939
H: -7.063 -5.875 -0.327
H: -6.242 -6.897 -3.127
H: -4.368 -8.490 -3.696
H: -1.955 -7.877 -3.066
H: -0.946 -5.186 -1.065
H: -0.041 -7.128 -3.260
H: -0.214 -7.691 -1.678
H: 0.995 -6.392 -1.915
H: -1.193 -3.604 -2.960
H: -0.776 -4.749 -4.144
H: 0.420 -4.233 -2.921

Atoms 1-6, force components in eV/Å:
Pb -2.66 1.35 0.32
F 1.42 -0.26 0.39
C -2.73 1.36 0.63
F 0.79 -0.20 -1.08
F 1.59 -0.21 -1.10
S -2.48 -0.27 -0.65



# 2
A gas-phase ion, C8H14N (charge +1) at a distorted geometry, computed with ωB97M-V with the def2-TZVPD basis set.

Output
2S+1: 1
Energy above the lowest of the compared OMol25 structures with the same formula, charge and spin, kcal/mol: 71.2
DFT total energy, Eh: -367.56642
E_HOMO, eV: -12.89
SMILES: C=C(C1CC1)[C@H](C)C=[NH2+]
Largest force on an atom, eV/A: 13.80
Total charge: +1

Positions of all 23 atoms, in Å:
C: -1.416 0.409 1.540
C: 1.025 0.310 -1.402
C: -0.828 0.460 0.063
C: 0.319 0.027 -0.329
C: 2.394 -1.011 0.861
C: 1.642 -0.284 1.890
C: 0.966 -0.937 0.677
C: -1.991 -0.207 -0.800
N: -2.050 0.182 -2.033
H: -2.505 0.770 1.532
H: -1.441 -0.565 2.016
H: -0.937 0.986 2.382
H: 1.938 -0.181 -1.426
H: -0.918 1.567 -0.264
H: 2.822 -0.266 0.250
H: 2.744 -1.971 0.940
H: 1.389 -0.630 2.864
H: 1.618 0.777 1.930
H: 0.239 -1.625 0.906
H: -2.545 -1.173 -0.509
H: -2.815 -0.157 -2.655
H: 0.766 1.100 -2.221
H: -1.604 1.086 -2.242

Atoms 1-6, force components in eV/Å:
C -0.72 0.88 0.86
C -1.47 2.54 -1.81
C -12.34 5.52 2.73
C 10.06 -4.80 -0.75
C -0.39 1.14 -0.32
C -1.36 -0.28 0.39



# 3
A molecular structure, C51H50IN2O3P2Pb, computed with ωB97M-V with the def2-TZVPD basis set.

Output
2S+1: 1
Energy above the lowest of the compared OMol25 structures with the same formula, charge and spin, kcal/mol: 9.9
DFT total energy, Eh: -3481.73168
E_HOMO, eV: -10.11
Largest force on an atom, eV/A: 0.67
Total charge: +1

Positions of all 110 atoms, in Å:
Pb: -1.148 0.523 -3.022
C: -3.905 -2.056 -3.999
C: -3.918 -0.980 -2.942
C: -4.305 0.319 -3.300
C: -4.724 0.598 -4.723
C: -4.352 1.326 -2.326
C: -4.686 2.744 -2.723
C: -4.109 1.007 -0.983
C: -4.397 2.042 0.083
C: -3.678 -0.281 -0.631
C: -3.336 -0.594 0.809
C: -3.585 -1.278 -1.613
C: -3.180 -2.691 -1.259
H: -3.288 -2.901 -3.713
H: -3.520 -1.675 -4.943
H: -4.920 -2.425 -4.178
H: -3.864 0.698 -5.391
H: -5.308 1.510 -4.802
H: -5.341 -0.216 -5.104
H: -5.766 2.896 -2.807
H: -4.241 2.994 -3.685
H: -4.312 3.462 -1.996
H: -3.570 2.738 0.241
H: -4.621 1.577 1.039
H: -5.268 2.634 -0.192
H: -4.184 -1.046 1.330
H: -3.055 0.301 1.362
H: -2.500 -1.287 0.887
H: -2.209 -2.949 -1.695
H: -3.903 -3.407 -1.651
H: -3.120 -2.851 -0.187
O: 4.886 0.039 -2.657
C: 4.837 1.388 -2.519
C: 6.054 2.055 -2.598
C: 6.101 3.431 -2.491
C: 4.935 4.176 -2.321
C: 3.728 3.521 -2.243
C: 3.661 2.121 -2.308
C: 2.321 1.530 -2.185
O: 1.318 2.062 -2.572
N: 2.185 0.198 -1.590
N: 1.190 -0.565 -2.259
C: 1.613 -1.757 -2.570
C: 0.924 -2.767 -3.281
C: 1.535 -4.051 -3.286
C: 0.997 -5.100 -3.967
C: -0.176 -4.881 -4.721
C: -0.776 -3.655 -4.768
C: -0.267 -2.543 -4.041
O: -0.855 -1.406 -4.151
H: 4.009 -0.327 -2.805
H: 6.947 1.468 -2.766
H: 7.057 3.933 -2.560
H: 4.976 5.254 -2.258
H: 2.801 4.065 -2.116
H: 2.614 -2.046 -2.232
H: 2.453 -4.185 -2.724
H: 1.466 -6.073 -3.952
H: -0.600 -5.699 -5.290
H: -1.655 -3.481 -5.374
I: -1.005 2.046 -5.344
C: 1.412 0.208 3.108
P: 0.594 -0.015 1.488
C: 0.691 1.687 0.844
C: 1.738 2.592 1.035
C: 1.640 3.884 0.549
C: 0.495 4.293 -0.129
C: -0.560 3.414 -0.298
C: -0.465 2.120 0.199
C: 2.662 -0.152 -0.373
C: 3.801 0.460 0.207
C: 4.410 -0.121 1.285
C: 3.942 -1.322 1.878
C: 2.774 -1.840 1.442
C: 1.989 -1.168 0.423
P: 1.313 -1.259 4.257
C: -0.500 -1.490 4.266
C: -0.994 -2.725 3.855
C: -2.362 -2.966 3.825
C: -3.245 -1.972 4.214
C: -2.763 -0.733 4.623
C: -1.400 -0.493 4.647
C: 1.618 -0.399 5.843
C: 2.670 0.511 5.953
C: 2.979 1.092 7.174
C: 2.248 0.761 8.305
C: 1.212 -0.157 8.210
C: 0.900 -0.736 6.989
H: 0.857 1.045 3.546
H: 2.453 0.525 2.990
H: 2.635 2.297 1.564
H: 2.456 4.579 0.704
H: 0.426 5.302 -0.515
H: -1.453 3.727 -0.826
H: -1.304 1.441 0.098
H: 4.251 1.330 -0.245
H: 5.314 0.339 1.666
H: 4.505 -1.801 2.665
H: 2.375 -2.751 1.866
H: 1.282 -1.806 -0.084
H: -0.301 -3.510 3.574
H: -2.735 -3.933 3.512
H: -4.311 -2.160 4.205
H: -3.453 0.042 4.933
H: -1.031 0.468 4.989
H: 3.263 0.771 5.084
H: 3.794 1.801 7.242
H: 2.487 1.213 9.259
H: 0.643 -0.424 9.090
H: 0.089 -1.451 6.929

Atoms 1-6, force components in eV/Å:
Pb -0.14 -0.23 0.62
C -0.03 0.01 0.01
C 0.01 -0.05 -0.02
C 0.01 0.03 -0.08
C -0.03 0.00 0.02
C 0.03 0.03 0.03



# 4
A single C2H7N5O molecule at a distorted geometry, computed with ωB97M-V with the def2-TZVPD basis set.

Output
2S+1: 1
Energy above the lowest of the compared OMol25 structures with the same formula, charge and spin, kcal/mol: 167.0
DFT total energy, Eh: -429.15734
E_HOMO, eV: -7.56
SMILES: N/N=C/N/N=C/NO
Largest force on an atom, eV/A: 8.18
Total charge: 0

Positions of all 15 atoms, in Å:
C: -0.461 1.445 -0.550
C: 0.995 -1.619 0.311
H: -1.728 3.418 -2.911
H: -1.882 3.376 -0.999
H: -0.678 1.895 0.525
H: 0.542 0.045 -1.647
H: 1.511 -1.904 -0.532
H: 1.920 -2.572 1.891
H: -0.261 -1.381 2.046
N: -1.711 2.800 -1.838
N: -0.662 1.977 -1.795
N: 0.638 0.447 -0.449
N: 0.467 -0.391 0.527
N: 0.961 -2.516 1.457
O: -0.060 -2.257 2.219

Atoms 1-6, force components in eV/Å:
C 2.10 1.75 -1.92
C -2.20 3.32 4.92
H 0.17 -2.29 4.77
H 0.18 -0.05 -0.79
H -0.30 -0.85 -2.50
H 0.96 0.93 4.51



Q: Which of these has the lowest largest force on an atom?
A: C51H50IN2O3P2Pb



Q: energy above the lowest of the compared OMol25 structures with the same formula, charge and spin of number 4 (C2H7N5O)?
A: 167.0 kcal/mol



Q: Among the records above, which one has the highest DFT total energy?
A: C8H14N